# 1
Here is a cluster of 2 separate species, C2H6NO3 in total at a distorted geometry from OMol25. Energies are from wB97M-V/def2-TZVPD.

Atoms and positions in Å:
O 1.172 0.517 -1.155
O -2.266 0.121 -1.851
O -0.620 1.764 -0.539
N 0.399 0.424 0.982
C 1.066 -0.860 1.181
C 0.323 0.927 -0.371
H -1.600 -0.426 -2.251
H 0.869 -1.495 0.305
H 2.135 -0.832 1.375
H -1.716 0.749 -1.304
H -0.369 0.521 1.617
H 0.607 -1.411 2.011

Cartesian forces (eV/Å) of the 6 atoms listed first:
O 0.382 -0.363 -0.563
O -0.416 0.256 0.412
O 0.368 -0.303 -0.124
N 1.169 -0.884 0.111
C -0.848 -0.419 -0.425
C -1.038 0.798 1.581

Highest occupied orbital energy = -0.166 hartree
ΔE to the lowest compared entry with this formula, charge and spin = 18.0 kJ/mol
Charge = -1
Frontier orbital gap = 8.7 eV

For each atom in turn, the Löwdin charge in e is:
1. O -0.032
2. O -0.120
3. O -0.116
4. N -0.029
5. C -0.157
6. C -0.796
7. H -0.004
8. H 0.070
9. H 0.056
10. H -0.018
11. H 0.087
12. H 0.059



# 2
Here is an isolated molecule of C5H11N3 at a distorted geometry from OMol25. Energies are from wB97M-V/def2-TZVPD.

Atoms and positions in Å:
N -2.109 -0.040 0.110
N 1.071 1.018 0.099
N -1.492 0.292 1.420
C -0.149 -0.940 -0.932
C 0.953 -0.251 -0.098
C -1.459 -0.933 -0.735
C 0.254 1.994 -0.596
C 2.054 -1.055 0.583
H -0.782 2.165 -0.186
H 2.604 -1.651 -0.199
H 2.849 -0.415 1.138
H -0.477 0.814 1.306
H 0.294 -1.565 -1.680
H -1.989 -1.468 -1.541
H 1.484 -1.678 1.257
H 0.228 1.665 -1.641
H -3.061 -0.242 0.326
H -1.186 -0.672 1.868
H 0.912 2.962 -0.501

Cartesian forces (eV/Å) of the 6 atoms listed first:
N 1.227 0.001 1.588
N -0.112 -1.055 0.076
N 2.747 -1.352 0.011
C 2.935 0.236 1.455
C 0.054 1.756 -0.167
C -0.161 1.038 -1.158

Highest occupied orbital energy = -0.325 hartree
ΔE to the lowest compared entry with this formula, charge and spin = 334.1 kJ/mol
Frontier orbital gap = 9.7 eV

For each atom in turn, the Löwdin charge in e is:
1. N -0.092
2. N -0.059
3. N -0.031
4. C -0.067
5. C -0.382
6. C -0.175
7. C -0.149
8. C -0.058
9. H 0.075
10. H 0.085
11. H 0.108
12. H 0.098
13. H 0.087
14. H 0.121
15. H 0.056
16. H 0.072
17. H 0.097
18. H 0.110
19. H 0.103



# 3
Here is the ion C5H8ClN2O with charge -1 at a distorted geometry from OMol25. Energies are from wB97M-V/def2-TZVPD.

Atoms and positions in Å:
Cl -4.319 1.455 -1.211
O -0.296 -0.759 1.591
N -2.817 0.842 -1.842
N -0.352 0.118 0.666
C -1.631 0.656 0.350
C -2.261 -0.055 -0.958
C 2.003 0.012 -0.007
C 2.485 -0.932 0.820
C 0.668 0.486 -0.095
H 2.690 0.489 -0.701
H -2.935 -0.848 -0.575
H -1.561 1.719 0.115
H -1.432 -0.532 -1.495
H -2.304 0.507 1.192
H 3.525 -1.212 0.789
H 0.431 1.226 -0.845
H 1.849 -1.427 1.530

Cartesian forces (eV/Å) of the 6 atoms listed first:
Cl -0.530 0.135 0.465
O 0.298 0.101 -0.285
N 0.200 0.399 -1.565
N 1.150 -0.212 0.080
C -1.339 0.162 -0.465
C 0.158 -0.079 0.969

Highest occupied orbital energy (spin up / spin down) = -0.086 / -0.086 hartree
ΔE to the lowest compared entry with this formula, charge and spin = 0.0 kJ/mol
Charge = -1
Frontier orbital gap (spin up / spin down) = 5.9 / 5.9 eV

For each atom in turn, the Löwdin charge in e is:
1. Cl 0.278
2. O -0.074
3. N -0.620
4. N -0.281
5. C -0.160
6. C -0.505
7. C -0.174
8. C 0.000
9. C -0.104
10. H 0.086
11. H 0.075
12. H 0.105
13. H 0.088
14. H 0.107
15. H 0.033
16. H 0.120
17. H 0.027



# 4
Here is a cluster of 2 separate species, C6H16BrO3PS2 in total from OMol25. Energies are from wB97M-V/def2-TZVPD.

Atoms and positions in Å:
Br -0.547 2.556 -1.946
S -1.772 0.900 -1.316
S -3.416 3.600 -0.072
P -3.267 1.730 0.081
O 2.059 -0.834 -0.579
O -2.997 1.081 1.505
O -4.497 0.859 -0.409
C -0.394 -2.413 0.665
C -0.614 -0.170 -0.401
C 3.099 -0.163 -1.136
C 0.072 0.646 0.693
C -1.401 -1.395 0.077
C 4.214 0.167 -0.131
H 3.590 -0.706 -1.975
H 5.037 0.710 -0.609
H -4.523 -0.030 -0.015
H 0.617 -2.002 0.704
H -2.380 1.606 2.043
H 0.390 0.018 1.519
H 2.811 0.824 -1.597
H -0.368 -3.307 0.047
H 0.978 1.058 0.258
H 4.615 -0.754 0.298
H 0.172 -0.526 -1.106
H -0.514 1.494 1.060
H -1.886 -1.863 -0.785
H -2.188 -1.147 0.789
H 3.824 0.787 0.682
H -0.717 -2.728 1.656

Cartesian forces (eV/Å) of the 6 atoms listed first:
Br -0.033 0.024 0.111
S 0.188 -0.564 -0.660
S 0.073 -0.066 -0.051
P -0.473 0.657 0.243
O -0.522 -0.157 -0.152
O 0.235 0.026 -0.071

Highest occupied orbital energy = -0.230 hartree
Frontier orbital gap = 4.3 eV

For each atom in turn, the Löwdin charge in e is:
1. Br 0.472
2. S 0.546
3. S 0.367
4. P -0.067
5. O -0.346
6. O -0.207
7. O -0.207
8. C -0.073
9. C -0.628
10. C -0.536
11. C -0.137
12. C -0.268
13. C -0.133
14. H 0.082
15. H 0.054
16. H 0.100
17. H 0.055
18. H 0.095
19. H 0.096
20. H 0.075
21. H 0.078
22. H 0.059
23. H 0.057
24. H 0.108
25. H 0.046
26. H 0.104
27. H 0.083
28. H 0.051
29. H 0.074



# 5
Here is a structure of composition C53H41BrClIKN4O5PS from OMol25. Energies are from wB97M-V/def2-TZVPD.

Atoms and positions in Å:
I -4.291 -0.986 2.270
Br -6.270 0.730 4.649
K -1.021 -0.450 0.672
Cl -3.172 1.133 -1.414
S 1.528 -3.295 0.415
P -0.015 0.972 -2.096
O 0.549 -2.252 -0.015
O -1.017 2.101 0.629
O 0.210 1.172 2.253
O 3.763 3.813 4.231
O 3.850 5.942 3.947
N -2.413 -2.882 -0.146
N -1.398 -2.487 2.591
N 3.338 4.854 3.768
N -1.885 -4.517 1.481
C 1.646 5.963 2.369
C 2.239 -1.363 2.242
C 1.562 3.255 -1.275
C 3.489 -1.828 4.243
C -8.170 1.731 1.129
C -0.820 -1.865 3.628
C 2.309 -2.707 1.915
C 4.186 -3.568 -0.451
C -0.152 -3.909 4.624
C -2.411 -5.201 -0.735
C -2.762 -4.900 -2.029
C -7.437 1.079 0.150
C 2.678 3.794 -0.645
C -2.452 2.335 -2.448
C 1.985 0.986 -4.164
C 2.924 -3.627 2.752
C -1.471 4.186 -4.250
C 1.359 1.881 -1.293
C -2.746 -2.612 -1.412
C 3.594 2.968 -0.012
C 0.520 5.889 1.564
C 2.621 -2.463 -1.924
C -0.645 3.201 -3.737
C -0.081 4.661 1.316
C 4.905 -2.773 -2.607
C -0.719 -4.566 3.556
C 2.132 4.792 2.926
C -2.796 4.252 -3.842
C 1.534 3.566 2.709
C 2.836 -0.925 3.415
C -2.933 -3.566 -2.389
C -5.968 0.182 1.838
C 3.529 -3.178 3.917
C 5.183 -3.406 -1.400
C -0.191 2.148 1.568
C 2.277 1.060 -0.635
C -0.192 -2.520 4.666
C -6.342 0.308 0.505
C -1.104 2.275 -2.800
C 3.627 -2.302 -2.869
C -3.293 3.318 -2.950
C 2.532 0.507 -5.348
C -1.332 -3.809 2.545
C 1.934 -0.551 -6.018
C 0.243 -0.657 -4.315
C -7.806 1.612 2.460
C 0.423 3.499 1.885
C 3.388 1.595 -0.001
C 0.825 0.418 -3.641
C 0.788 -1.137 -5.497
C -6.707 0.841 2.814
C -2.240 -4.150 0.183
C 2.915 -3.083 -0.721
H 3.431 0.961 -5.746
H -4.331 3.335 -2.645
H 2.469 1.801 -3.641
H 2.813 4.869 -0.629
H 2.143 6.900 2.571
H 0.117 6.791 1.123
H -0.644 -1.123 -3.898
H -5.765 -0.199 -0.257
H 1.930 2.665 3.153
H -7.713 1.169 -0.893
H -3.453 5.017 -4.235
H 2.365 -0.923 -6.939
H 0.383 3.139 -4.074
H -1.794 -5.513 1.589
H -8.369 2.118 3.233
H 3.955 -1.482 5.157
H 4.019 -3.882 4.576
H 0.325 -1.972 -6.008
H 4.084 0.941 0.509
H -2.260 -6.227 -0.422
H 2.116 -0.014 -0.620
H -0.945 4.575 0.669
H 4.455 3.393 0.489
H 1.620 -2.097 -2.109
H -1.086 4.896 -4.970
H 1.702 -0.661 1.620
H -2.869 -1.560 -1.649
H -3.206 -3.278 -3.395
H -0.686 -5.646 3.483
H 2.919 -4.683 2.502
H 6.181 -3.769 -1.194
H 0.841 3.921 -1.730
H 0.331 -4.473 5.412
H 2.770 0.123 3.679
H -0.853 -0.779 3.607
H 4.408 -4.046 0.495
H 3.401 -1.805 -3.803
H -2.897 -5.692 -2.755
H -9.027 2.336 0.862
H 5.689 -2.645 -3.341
H 0.260 -1.963 5.474

Cartesian forces (eV/Å) of the 6 atoms listed first:
I -0.015 0.016 -0.090
Br 0.000 -0.001 -0.001
K -0.593 -0.251 -0.076
Cl -0.142 0.067 0.048
S 0.139 0.082 -0.047
P 0.180 -0.012 -0.098

Highest occupied orbital energy = -0.303 hartree
ΔE to the lowest compared entry with this formula, charge and spin = 0.0 kJ/mol
Frontier orbital gap = 8.4 eV

Atom charges from the Löwdin analysis, given in e for atoms 1 to 99:
1. I 1.032
2. Br 0.713
3. K 0.531
4. Cl 0.717
5. S 1.026
6. P 1.094
7. O -0.626
8. O -0.150
9. O -0.111
10. O 0.067
11. O 0.066
12. N 0.078
13. N 0.041
14. N -0.353
15. N 0.131
16. C -0.009
17. C -0.062
18. C -0.083
19. C -0.070
20. C -0.085
21. C -0.149
22. C -0.376
23. C -0.074
24. C -0.067
25. C -0.015
26. C -0.070
27. C -0.084
28. C -0.080
29. C -0.620
30. C -0.093
31. C -0.108
32. C -0.075
33. C -0.371
34. C -0.145
35. C -0.080
36. C -0.059
37. C -0.076
38. C -0.091
39. C -0.011
40. C -0.073
41. C -0.017
42. C -0.143
43. C -0.078
44. C 0.054
45. C -0.046
46. C -0.068
47. C -0.729
48. C -0.078
49. C -0.075
50. C -0.658
51. C -0.100
52. C -0.061
53. C -0.170
54. C -0.356
55. C -0.052
56. C -0.108
57. C -0.089
58. C -0.317
59. C -0.099
60. C -0.106
61. C -0.139
62. C -0.112
63. C -0.062
64. C -0.364
65. C -0.086
66. C -0.740
67. C -0.307
68. C -0.347
69. H 0.104
70. H 0.103
71. H 0.105
72. H 0.108
73. H 0.115
74. H 0.105
75. H 0.096
76. H 0.074
77. H 0.118
78. H 0.105
79. H 0.106
80. H 0.102
81. H 0.102
82. H 0.125
83. H 0.097
84. H 0.107
85. H 0.106
86. H 0.102
87. H 0.107
88. H 0.109
89. H 0.082
90. H 0.121
91. H 0.107
92. H 0.093
93. H 0.105
94. H 0.077
95. H 0.059
96. H 0.101
97. H 0.111
98. H 0.112
99. H 0.106



# 6
Here is a cluster of 2 separate species, C4H10ClFN in total at a distorted geometry from OMol25. Energies are from wB97M-V/def2-TZVPD.

Atoms and positions in Å:
Cl -0.130 -2.484 0.267
F 1.627 1.326 2.210
N -0.721 0.162 -1.582
C -0.445 0.395 -0.169
C 1.894 -0.562 -0.395
C -1.696 0.472 0.702
C 0.596 -0.572 0.371
H -2.281 -0.462 0.648
H 0.109 1.369 -0.089
H 0.646 -0.575 1.464
H 1.734 -0.824 -1.449
H -1.485 -0.499 -1.714
H 2.638 -1.223 0.071
H -2.336 1.300 0.362
H -0.961 1.028 -2.050
H -1.433 0.662 1.754
H 2.244 0.486 -0.400

Cartesian forces (eV/Å) of the 6 atoms listed first:
Cl 0.272 1.192 -0.301
F -0.208 -0.113 -0.260
N -0.081 0.010 -0.399
C 0.360 0.428 0.428
C 0.003 0.143 0.000
C -0.156 0.081 0.229

Highest occupied orbital energy = -0.149 hartree
ΔE to the lowest compared entry with this formula, charge and spin = 47.8 kJ/mol
Charge = -1
Frontier orbital gap = 7.6 eV

For each atom in turn, the Löwdin charge in e is:
1. Cl 0.278
2. F -0.785
3. N 0.023
4. C -0.514
5. C -0.154
6. C -0.091
7. C -0.508
8. H 0.056
9. H 0.150
10. H 0.063
11. H 0.058
12. H 0.059
13. H 0.073
14. H 0.066
15. H 0.062
16. H 0.081
17. H 0.083



# 7
Here is a structure of composition C4H28O11V at a distorted geometry from OMol25. Energies are from wB97M-V/def2-TZVPD.

Atoms and positions in Å:
V 0.811 -19.023 9.553
O -0.395 -20.865 9.181
O 2.219 -21.579 6.154
O 5.116 -19.330 10.282
O 2.586 -19.954 8.770
O 1.288 -18.929 11.559
O 4.407 -18.995 7.129
O 5.218 -22.331 5.408
O 2.327 -17.326 9.195
O 6.934 -20.379 7.929
O 3.861 -20.954 12.615
O 0.375 -18.732 7.384
C -0.714 -19.772 12.569
C 0.705 -19.983 12.317
C 2.594 -21.351 9.128
C 3.959 -22.040 8.792
H 7.245 -19.509 7.843
H 4.731 -21.716 9.401
H -0.764 -18.787 12.909
H 5.317 -19.173 7.350
H -0.376 -19.025 6.850
H 0.859 -18.300 6.724
H -1.209 -21.391 9.375
H 2.968 -17.034 9.844
H 0.705 -20.890 11.673
H 3.436 -20.910 13.452
H 3.325 -21.507 12.065
H 2.673 -20.924 5.611
H 3.917 -23.136 8.741
H 1.896 -16.441 8.952
H 0.186 -21.496 8.753
H 1.728 -21.758 8.617
H 2.524 -21.407 7.041
H 4.573 -22.184 6.115
H -1.213 -20.398 13.308
H -1.162 -19.960 11.588
H 4.045 -21.637 7.832
H 4.905 -20.120 10.802
H 2.325 -21.279 10.172
H 4.528 -19.530 9.512
H 1.241 -20.175 13.204
H 7.322 -20.802 8.705
H 4.669 -22.898 4.876
H 3.880 -19.603 7.599

Cartesian forces (eV/Å) of the 6 atoms listed first:
V 2.755 0.027 0.811
O -1.478 -0.525 0.285
O -0.207 -0.286 -0.823
O -0.635 -0.869 -0.818
O -0.485 -1.296 -0.020
O -1.385 -0.655 -0.813

Spin multiplicity = 4
Highest occupied orbital energy (spin up / spin down) = -0.268 / -0.309 hartree
ΔE to the lowest compared entry with this formula, charge and spin = 14.0 kJ/mol
Frontier orbital gap (spin up / spin down) = 6.9 / 7.9 eV

For each atom in turn, the Löwdin charge in e is:
1. V 0.938
2. O -0.074
3. O -0.045
4. O -0.074
5. O -0.397
6. O -0.357
7. O -0.040
8. O -0.049
9. O -0.076
10. O -0.028
11. O -0.014
12. O -0.046
13. C -0.110
14. C -0.468
15. C -0.345
16. C -0.018
17. H 0.015
18. H 0.041
19. H 0.060
20. H -0.004
21. H 0.090
22. H 0.052
23. H 0.118
24. H 0.075
25. H 0.084
26. H 0.023
27. H 0.012
28. H 0.053
29. H 0.102
30. H 0.115
31. H 0.038
32. H 0.063
33. H -0.040
34. H -0.012
35. H 0.083
36. H 0.057
37. H 0.010
38. H -0.001
39. H 0.075
40. H 0.002
41. H 0.079
42. H 0.058
43. H 0.024
44. H -0.070



# 8
Here is a structure of composition C10H17BF2MoN6OS from OMol25. Energies are from wB97M-V/def2-TZVPD.

Atoms and positions in Å:
Mo -0.852 0.023 -0.476
S -1.954 -2.104 -0.188
F 1.377 -0.009 1.911
F -0.740 -0.193 2.623
O -2.647 0.692 0.201
N 0.154 1.940 -0.032
N -3.573 -0.168 0.667
N 2.351 1.407 -0.673
N 1.834 3.557 -0.107
N 1.244 -0.654 -0.730
N 3.572 -0.521 -1.021
C -4.409 -2.326 1.047
C 3.624 -1.946 -1.313
C 2.333 0.018 -0.794
C -5.529 -1.788 1.624
C -0.535 0.401 -2.304
C -5.665 -0.398 1.724
C 4.731 -0.009 -0.289
C -3.388 -1.497 0.552
C -4.665 0.394 1.236
C 1.376 2.285 -0.237
B 0.083 -0.094 1.586
H 3.181 1.842 -1.037
H -6.303 -2.441 2.000
H 4.619 -2.187 -1.676
H 5.613 -0.525 -0.659
H 4.901 1.051 -0.467
H -6.531 0.059 2.174
H 1.199 4.262 0.225
H 0.286 0.692 -2.950
H 4.643 -0.179 0.787
H -4.272 -3.394 0.960
H 2.807 3.724 0.080
H 3.420 -2.563 -0.429
H -0.418 2.698 0.320
H 2.913 -2.193 -2.101
H -4.648 1.471 1.253
H -1.525 0.324 -2.771
H 1.395 -1.653 -0.718

Cartesian forces (eV/Å) of the 6 atoms listed first:
Mo 0.331 0.333 0.023
S -0.072 -0.010 -0.005
F 0.017 0.072 0.080
F -0.107 0.096 0.167
O 0.179 -0.163 -0.066
N -0.029 0.051 -0.049

Spin multiplicity = 2
Highest occupied orbital energy (spin up / spin down) = -0.400 / -0.404 hartree
ΔE to the lowest compared entry with this formula, charge and spin = 194.8 kJ/mol
Charge = +1
Frontier orbital gap (spin up / spin down) = 8.2 / 8.1 eV

For each atom in turn, the Löwdin charge in e is:
1. Mo 1.134
2. S 0.686
3. F 0.159
4. F 0.166
5. O -0.297
6. N 0.024
7. N -0.175
8. N 0.174
9. N 0.178
10. N 0.012
11. N -0.147
12. C -0.063
13. C -0.044
14. C -0.408
15. C -0.035
16. C -0.196
17. C -0.027
18. C -0.028
19. C -0.621
20. C 0.003
21. C -0.462
22. B -0.668
23. H 0.139
24. H 0.121
25. H 0.096
26. H 0.095
27. H 0.079
28. H 0.119
29. H 0.118
30. H -0.004
31. H 0.106
32. H 0.116
33. H 0.115
34. H 0.106
35. H 0.105
36. H 0.101
37. H 0.144
38. H -0.003
39. H 0.082